Entry 1:
# C19H15BaClN4O4S4

A structure of composition C19H15BaClN4O4S4 (the ωB97M-V functional and the def2-TZVPD basis, the Open Molecules 2025 dataset).

Structure (XYZ):
```
48
C19H15BaClN4O4S4 (the ωB97M-V functional and the def2-TZVPD basis)
Ba -0.489 0.497 0.434
O -2.716 -1.443 3.781
C -1.857 -1.272 2.933
O -1.721 -0.288 2.108
C -0.760 -2.336 2.778
C -0.811 -3.518 3.567
C 0.154 -4.456 3.402
C 1.199 -4.240 2.465
C 2.246 -5.170 2.222
C 3.220 -4.885 1.313
C 3.205 -3.651 0.603
C 2.209 -2.749 0.814
C 1.179 -3.039 1.747
N 0.189 -2.108 1.910
H -1.629 -3.624 4.265
H 0.145 -5.374 3.982
H 2.259 -6.103 2.776
H 4.020 -5.595 1.136
H 3.991 -3.423 -0.106
H 2.182 -1.798 0.292
O 5.806 5.085 0.970
C 4.836 4.408 0.660
S 4.910 2.710 0.216
C 3.194 2.435 -0.049
C 2.377 3.487 0.153
S 0.631 3.598 -0.054
S 3.177 4.974 0.659
S 2.773 0.795 -0.567
Cl -3.828 1.015 -2.052
C -1.935 0.745 -2.005
H -1.541 1.613 -2.554
H -1.792 -0.120 -2.669
C 0.494 -5.369 -2.507
N 0.694 -3.957 -2.790
C 1.306 -3.533 -3.925
C 1.535 -2.235 -4.158
C 1.128 -1.309 -3.124
N 0.534 -1.711 -2.017
C 0.263 -3.037 -1.819
O -0.321 -3.487 -0.843
N 1.334 -0.003 -3.308
H 0.778 -5.936 -3.394
H -0.547 -5.560 -2.257
H 1.098 -5.685 -1.656
H 1.584 -4.307 -4.631
H 2.011 -1.902 -5.068
H 1.993 0.266 -4.019
H 1.360 0.607 -2.485
```

Results
**Total energy**: -3331.67125 Ha
**Charge**: -2
**HOMO**: -0.0341 hartree

=====

Entry 2:
# C19H15Br2N5O4STi

A structure of composition C19H15Br2N5O4STi (the ωB97M-V functional and the def2-TZVPD basis, the Open Molecules 2025 dataset).

Structure (XYZ):
```
47
C19H15Br2N5O4STi (the ωB97M-V functional and the def2-TZVPD basis)
Ti 0.234 0.253 -0.212
N 4.082 2.640 -0.447
C 2.920 1.985 -0.174
S 2.432 0.756 -1.301
N 2.339 2.257 0.952
N 1.214 1.483 1.202
C 0.873 1.476 2.445
C -0.281 0.850 3.041
C -0.408 0.884 4.436
C -1.517 0.358 5.062
C -2.537 -0.195 4.289
C -2.446 -0.230 2.911
C -1.312 0.277 2.278
O -1.214 0.254 0.955
H 4.403 2.639 -1.398
H 4.279 3.456 0.109
H 1.529 2.024 3.116
H 0.387 1.331 5.021
H -1.600 0.383 6.139
H -3.417 -0.602 4.771
H -3.232 -0.652 2.301
Br -2.303 3.999 -2.478
C -2.115 2.218 -3.050
C -2.809 1.781 -4.197
C -2.696 0.498 -4.647
Br -3.652 -0.032 -6.192
C -1.884 -0.440 -3.960
C -1.704 -1.799 -4.294
C -0.919 -2.594 -3.504
C -0.301 -2.055 -2.364
N -0.435 -0.784 -2.041
C -1.206 0.022 -2.822
C -1.292 1.364 -2.355
O -0.602 1.643 -1.277
H -3.439 2.486 -4.720
H -2.199 -2.200 -5.168
H -0.774 -3.640 -3.732
H 0.288 -2.673 -1.697
N 2.903 -1.228 2.175
C 2.555 -2.549 1.679
C 1.434 -2.537 0.654
O 1.049 -3.554 0.124
O 0.911 -1.354 0.419
H 3.207 -0.630 1.414
H 3.670 -1.295 2.832
H 2.211 -3.173 2.506
H 3.375 -3.098 1.200
```

Results
**Total energy**: -7703.68088 Ha
**Charge**: 0
**Energy relative to the best compared isomer or geometry (same formula, charge and spin)**: 9.0 kcal per mole
**HOMO**: -0.2991 hartree

=====

Entry 3:
# C19H15Br4N2NiO3

A structure of composition C19H15Br4N2NiO3 (the ωB97M-V functional and the def2-TZVPD basis, the Open Molecules 2025 dataset).

Structure (XYZ):
```
44
C19H15Br4N2NiO3 (the ωB97M-V functional and the def2-TZVPD basis)
Ni 0.373 0.557 0.053
C 0.861 0.873 4.170
C 0.127 -0.173 4.692
C -0.559 -1.014 3.827
C -0.493 -0.778 2.462
N 0.218 0.241 1.970
C 0.883 1.043 2.795
C -1.213 -1.664 1.464
C -2.007 -2.737 1.848
C -2.616 -3.485 0.846
C -2.416 -3.142 -0.479
C -1.607 -2.048 -0.762
N -1.029 -1.341 0.195
H 1.416 1.551 4.802
H 0.085 -0.345 5.760
H -1.131 -1.841 4.219
H 1.446 1.831 2.315
H -2.162 -2.997 2.884
H -3.242 -4.327 1.110
H -2.875 -3.702 -1.283
H -1.406 -1.711 -1.774
Br -3.956 4.772 -3.129
C -2.593 3.509 -2.761
C -1.871 2.928 -3.785
Br -2.219 3.368 -5.593
C -0.865 1.992 -3.478
Br 0.164 1.134 -4.816
C -0.580 1.634 -2.169
O 0.328 0.758 -1.825
C -1.323 2.237 -1.106
O -1.014 1.869 0.107
C -2.312 3.157 -1.427
Br -3.264 3.900 0.034
C 3.492 0.664 -1.409
C 2.731 -0.589 -0.977
C 3.699 -1.739 -0.713
O 1.992 -0.364 0.182
H 4.062 0.500 -2.329
H 4.186 0.962 -0.616
H 2.787 1.476 -1.585
H 2.081 -0.876 -1.818
H 4.375 -1.470 0.105
H 4.301 -1.981 -1.595
H 3.147 -2.632 -0.412
```

Results
**Total energy**: -12872.72844 Ha
**Charge**: -1
**HOMO (alpha / beta)**: -0.1397 / -0.1396 hartree

=====

Entry 4:
# C19H15BrCl2FeN2O3

A structure of composition C19H15BrCl2FeN2O3 (the ωB97M-V functional and the def2-TZVPD basis, the Open Molecules 2025 dataset).

Structure (XYZ):
```
43
C19H15BrCl2FeN2O3 (the ωB97M-V functional and the def2-TZVPD basis)
Fe 0.733 1.231 -0.363
Br -2.293 -2.949 -5.964
C -1.429 -1.729 -4.784
C -0.730 -0.639 -5.309
C -0.114 0.240 -4.452
C -0.162 0.070 -3.049
O 0.411 0.915 -2.278
C -0.869 -1.064 -2.530
C -0.956 -1.387 -1.147
N -0.403 -0.765 -0.156
C -0.549 -1.223 1.146
C -1.387 -2.252 1.564
C -1.402 -2.693 2.888
C -0.587 -2.131 3.835
C 0.248 -1.057 3.479
C 1.098 -0.417 4.404
C 1.863 0.642 3.998
C 1.764 1.075 2.672
N 0.992 0.494 1.779
C 0.248 -0.576 2.141
C -1.500 -1.941 -3.435
H -0.673 -0.494 -6.379
H 0.433 1.092 -4.832
H -1.530 -2.293 -0.950
H -2.052 -2.731 0.861
H -2.066 -3.500 3.172
H -0.580 -2.494 4.855
H 1.119 -0.768 5.429
H 2.524 1.151 4.686
H 2.309 1.948 2.329
H -2.041 -2.799 -3.054
Cl 2.970 0.839 -0.786
C 4.657 0.908 -0.208
Cl 5.495 2.334 -0.828
H 5.161 0.027 -0.582
H 4.658 0.948 0.874
C -2.914 3.363 0.135
O -2.116 2.192 -0.170
C -0.804 2.267 -0.011
O -0.175 3.243 0.412
H -3.880 3.003 0.478
H -3.042 3.955 -0.770
H -2.426 3.962 0.901
```

Results
**2S+1**: 5
**Total energy**: -5826.34596 Ha
**Charge**: 0
**Energy relative to the best compared isomer or geometry (same formula, charge and spin)**: 34.8 kcal per mole
**HOMO (alpha / beta)**: -0.2396 / -0.2708 hartree

=====

Question: Which value of charge does entry 3 give?
Answer: -1